# 1
C30H67N9O12 | wB97M-V/def2-TZVPD

As for the relative energy (zero: lowest compared OMol25 entry of this formula, charge and spin): 0.0 kcal per mole. Its highest occupied orbital energy is -8.48 eV. The SMILES is CCN(CC)CC.O=C1CCCO1.O=C1CCCO1.CC(N)=O.CC(N)=O.CC(N)=O.CC(N)=O.CC(N)=O.CC(N)=O.CC(N)=O.CC(N)=O. For the HOMO-LUMO gap, the calculation gives 8.845 eV. The multiplicity is 1.

```
118
C30H67N9O12 | the Open Molecules 2025 dataset | wB97M-V/def2-TZVPD
O 3.71568 -4.40382 -0.56784
C 3.30019 -4.73959 -1.66217
N 3.33330 -5.99545 -2.16770
C 2.63101 -3.74848 -2.61190
H 2.73630 -6.31317 -2.90342
H 4.02690 -6.62250 -1.78507
H 3.38029 -2.97857 -2.81707
H 1.81945 -3.21821 -2.10741
H 2.29877 -4.18440 -3.54826
O 2.53989 0.39040 -0.48404
C 3.12883 -0.66785 -0.27926
N 2.65606 -1.63040 0.54130
C 4.56881 -0.80741 -0.73698
H 3.09753 -2.52598 0.37026
H 1.69458 -1.51992 0.82568
H 5.15374 0.05338 -0.42404
H 4.64899 -0.86944 -1.82674
H 5.04682 -1.73951 -0.42725
O -0.16150 -1.42318 -1.03732
C -1.14857 -0.74280 -0.78352
N -2.17482 -0.56407 -1.64915
C -1.23431 0.11482 0.45163
H -2.80362 0.20753 -1.50055
H -2.41910 -1.22851 -2.38534
H -2.07418 0.80271 0.56269
H -0.40055 0.82815 0.48822
H -1.16261 -0.36509 1.43077
O 1.81705 0.46941 -5.67117
C 1.60876 -0.30061 -4.73206
N 2.14682 -0.08486 -3.52961
C 0.72567 -1.51382 -4.88241
H 2.80899 0.67346 -3.48847
H 1.89757 -0.58318 -2.69027
H 1.16298 -2.29938 -5.49819
H -0.22742 -1.27675 -5.34405
H 0.46087 -1.94624 -3.91423
O -2.63821 -1.80322 -4.19101
C -3.48945 -1.40756 -4.98720
N -3.15605 -1.22720 -6.28639
C -4.83943 -0.82509 -4.51645
H -3.62437 -0.55239 -6.86830
H -2.17134 -1.31908 -6.47328
H -5.59503 -1.60521 -4.54803
H -5.09244 -0.04531 -5.23495
H -4.69418 -0.37446 -3.54118
O -3.56991 2.28221 -0.70590
C -3.72875 3.23082 0.05910
N -4.58593 3.15468 1.10285
C -2.99248 4.52749 -0.09823
H -4.43934 3.84777 1.81966
H -4.99480 2.27861 1.37398
H -2.41509 4.60333 -1.01579
H -2.24655 4.72356 0.67277
H -3.71936 5.34338 -0.11300
O 2.86015 4.76067 2.16681
C 2.75429 3.54077 2.03852
N 3.48364 2.90919 1.11044
C 1.80472 2.79714 2.97197
H 3.45877 1.90610 1.03221
H 4.07348 3.45423 0.51000
H 2.10404 1.78978 3.26795
H 0.83708 2.72482 2.47575
H 1.76424 3.39546 3.87718
O -2.50551 3.89482 -4.46753
C -1.75912 2.93771 -4.40942
N -1.45607 2.32733 -3.24110
C -1.09363 2.22695 -5.59389
H -0.83539 1.54118 -3.31541
H -1.91628 2.48512 -2.35150
H -0.82460 1.19199 -5.39811
H -0.27180 2.80661 -5.99890
H -1.97523 2.12223 -6.23725
C -1.10563 -1.48017 8.86095
C 0.11523 -0.74695 8.22787
N -0.18490 0.18982 7.13166
C -1.07247 1.25039 7.60393
C -0.32408 2.24826 8.46009
C -0.66645 -0.56930 5.97868
C -0.16899 -0.10575 4.63040
H -1.78566 -1.84837 8.09604
H -1.63006 -0.92123 9.62729
H -0.57771 -2.34279 9.27787
H 0.64824 -0.24553 9.04437
H 0.89611 -1.43331 7.89661
H -1.46892 1.76623 6.71985
H -2.02866 0.85214 7.97485
H -0.70088 3.26471 8.31675
H -0.29155 2.03595 9.52745
H 0.69707 2.35782 8.09035
H -1.76661 -0.63148 5.97774
H -0.44284 -1.63170 6.11776
H -0.63536 0.87054 4.45576
H -0.35288 -0.75892 3.77874
H 0.90104 0.11366 4.59848
O -0.05054 3.77868 0.22026
C 0.39554 4.12091 -0.84268
O 0.24089 5.38729 -1.30371
C 1.19641 5.61241 -2.32798
C 1.44163 4.24025 -2.96633
C 1.30026 3.34433 -1.74795
H 2.10047 6.08907 -1.94598
H 0.81557 6.21972 -3.15370
H 2.41730 4.14184 -3.44368
H 0.71703 3.93898 -3.72298
H 2.30019 3.29766 -1.31064
H 1.00638 2.37718 -2.14618
O -2.28554 -5.75236 -1.97447
C -1.28703 -5.74089 -1.30244
O -0.57318 -6.86590 -1.16510
C 0.53292 -6.63573 -0.24642
C 0.10480 -5.43943 0.58962
C -0.65077 -4.64399 -0.45014
H 1.34959 -6.37402 -0.91650
H 0.64590 -7.54297 0.33748
H 0.86532 -4.87591 1.13078
H -0.48906 -5.81766 1.42947
H 0.08843 -4.12537 -1.06904
H -1.34578 -3.85929 -0.16658
```

Atom charges from the Löwdin analysis, given in e for atoms 1 to 99: 0.030, -0.584, 0.153, 0.000, 0.106, 0.121, 0.083, 0.059, 0.077, -0.012, -0.598, 0.195, -0.003, 0.068, 0.101, 0.082, 0.072, 0.075, -0.004, -0.561, 0.189, 0.002, 0.066, 0.070, 0.057, 0.078, 0.069, 0.006, -0.599, 0.190, 0.000, 0.113, 0.068, 0.088, 0.044, 0.064, -0.001, -0.538, 0.161, 0.021, 0.102, 0.094, 0.084, 0.073, 0.075, -0.001, -0.564, 0.162, -0.005, 0.105, 0.109, 0.071, 0.082, 0.092, 0.005, -0.594, 0.171, -0.001, 0.075, 0.109, 0.062, 0.067, 0.082, 0.036, -0.601, 0.179, 0.005, 0.080, 0.083, 0.047, 0.085, 0.082, -0.080, -0.253, -0.188, -0.272, -0.089, -0.286, -0.088, 0.061, 0.063, 0.070, 0.105, 0.108, 0.111, 0.111, 0.069, 0.067, 0.080, 0.114, 0.109, 0.069, 0.058, 0.064, 0.103, -0.465, 0.040, -0.152, -0.149

# 2
C30H68Cl14O8 | wB97M-V/def2-TZVPD

As for the relative energy (zero: lowest compared OMol25 entry of this formula, charge and spin): 0.0 kcal per mole. Its highest occupied orbital energy is -9.73 eV. The SMILES is COCCOC.COCCOC.COCCOC.COCCOC.ClCCCl.ClCCCl.ClCCCl.ClCCCl.ClCCCl.ClCCCl.ClCCCl. For the HOMO-LUMO gap, the calculation gives 10.158 eV. The multiplicity is 1.

```
120
C30H68Cl14O8 | the Open Molecules 2025 dataset | wB97M-V/def2-TZVPD
C 2.04797 3.74790 -4.04633
O 0.72300 3.34314 -3.78149
C -0.19808 3.64199 -4.81089
C -0.04037 2.88477 -6.11069
O 0.15683 1.52060 -5.80781
C 0.77734 0.80316 -6.83708
H 2.60944 3.44251 -3.16220
H 2.13989 4.83435 -4.16731
H 2.51212 3.27782 -4.91808
H -0.18466 4.72419 -4.99264
H -1.15720 3.40645 -4.35098
H 0.80320 3.23675 -6.71722
H -0.93974 3.05089 -6.71591
H 0.13089 0.72854 -7.71711
H 1.06636 -0.19570 -6.51165
H 1.73485 1.24817 -7.14305
C -2.96166 -2.16122 -1.04040
O -3.19117 -1.97877 0.33766
C -2.60728 -2.98342 1.14788
C -3.40455 -3.05627 2.43829
O -3.34767 -1.79494 3.08679
C -4.21238 -1.79313 4.20870
H -3.37367 -3.11271 -1.40137
H -1.88191 -2.27612 -1.22562
H -3.33264 -1.30048 -1.58864
H -1.56493 -2.71814 1.35207
H -2.59881 -3.94292 0.61885
H -2.91409 -3.83552 3.03703
H -4.46499 -3.24503 2.25402
H -4.24675 -0.85448 4.76290
H -3.79534 -2.52144 4.91399
H -5.25453 -1.97842 3.93104
C 2.85410 -7.13123 -2.49213
O 2.29388 -5.96209 -1.97801
C 1.43559 -6.14571 -0.87829
C 0.90818 -4.85599 -0.32671
O 1.98413 -3.97512 -0.01308
C 1.62682 -2.77842 0.62494
H 2.08058 -7.79097 -2.91239
H 3.38591 -7.75769 -1.76623
H 3.54061 -6.83321 -3.27925
H 1.91641 -6.69627 -0.06150
H 0.55772 -6.63076 -1.34245
H 0.37515 -5.00089 0.62031
H 0.25045 -4.31102 -1.01764
H 1.07946 -2.95115 1.55748
H 1.01135 -2.16800 -0.05358
H 2.50877 -2.17323 0.82870
C 2.56769 -3.23802 6.58571
O 2.55632 -2.01448 5.88214
C 3.17615 -2.10052 4.63773
C 3.17498 -0.74450 3.96532
O 3.73194 -0.87085 2.69761
C 3.68042 0.32339 1.93905
H 1.85080 -3.94778 6.16293
H 2.24068 -3.01831 7.60311
H 3.58928 -3.62428 6.64405
H 2.74901 -2.80556 3.90877
H 4.22074 -2.43097 4.70970
H 3.77010 -0.07760 4.60522
H 2.15227 -0.34829 3.95429
H 2.67646 0.73095 1.79113
H 4.06268 0.13166 0.93937
H 4.27779 1.04155 2.50806
Cl -2.69146 2.75095 0.55856
C -3.36423 1.09610 0.71432
C -4.59262 1.12767 1.57691
Cl -4.21564 1.69774 3.21573
H -2.60425 0.44041 1.13558
H -3.56991 0.72471 -0.28756
H -5.06326 0.15528 1.69764
H -5.30938 1.84677 1.18279
Cl 5.21633 -0.88424 -1.80127
C 3.56664 -1.48786 -2.13632
C 3.53191 -2.98372 -2.31940
Cl 4.39721 -3.50293 -3.79071
H 3.19430 -0.95989 -3.00724
H 2.93398 -1.24749 -1.28966
H 2.49201 -3.28486 -2.43534
H 3.87882 -3.53636 -1.45401
Cl -1.37568 3.54685 3.89954
C 0.38523 3.60169 3.69994
C 0.77539 3.42375 2.23233
Cl 2.54119 3.54645 2.11367
H 0.86523 2.86580 4.33887
H 0.79243 4.57721 3.96102
H 0.34807 4.19408 1.59122
H 0.49183 2.49362 1.73875
Cl -6.65205 3.68552 -3.09823
C -5.13551 4.57482 -3.46940
C -4.00603 4.11933 -2.59236
Cl -3.51824 2.40170 -2.91399
H -5.35201 5.62660 -3.30024
H -4.89864 4.41395 -4.51791
H -4.24230 4.15732 -1.53194
H -3.10959 4.72170 -2.73680
Cl 2.12607 7.27723 -0.98077
C 1.37587 5.64761 -1.02926
C -0.12211 5.75926 -0.82844
Cl -0.93158 6.75226 -2.06266
H 1.72798 5.12505 -0.13795
H 1.70667 5.11906 -1.91345
H -0.38547 6.19032 0.13171
H -0.52893 4.75615 -0.97070
Cl 0.34748 -1.16909 -2.83680
C -0.33644 0.45295 -2.56441
C -0.04623 0.97189 -1.16319
Cl 1.70756 1.22168 -0.92497
H -1.40340 0.44095 -2.77198
H 0.14184 1.13662 -3.26549
H -0.32342 0.24684 -0.40022
H -0.49659 1.94973 -1.02141
Cl -1.62974 -0.45210 6.61152
C -0.96029 -1.04447 5.06591
C -0.95761 0.08904 4.06400
Cl -0.37471 -0.48759 2.48427
H -1.57108 -1.90115 4.80200
H 0.04039 -1.39634 5.31192
H -0.23612 0.81555 4.43425
H -1.89587 0.60873 3.90456
```

Atom charges from the Löwdin analysis, given in e for atoms 1 to 99: -0.106, -0.218, -0.200, -0.207, -0.187, -0.111, 0.080, 0.094, 0.092, 0.127, 0.092, 0.119, 0.131, 0.091, 0.089, 0.089, -0.098, -0.206, -0.205, -0.187, -0.240, -0.125, 0.093, 0.058, 0.082, 0.081, 0.126, 0.132, 0.130, 0.061, 0.089, 0.094, -0.116, -0.195, -0.201, -0.190, -0.209, -0.124, 0.088, 0.090, 0.084, 0.136, 0.136, 0.125, 0.124, 0.067, 0.062, 0.082, -0.100, -0.185, -0.233, -0.233, -0.187, -0.131, 0.089, 0.089, 0.090, 0.128, 0.131, 0.135, 0.098, 0.018, 0.062, 0.080, 0.570, -0.627, -0.617, 0.587, 0.022, 0.048, 0.073, 0.068, 0.543, -0.715, -0.682, 0.549, 0.039, -0.007, 0.044, 0.070, 0.581, -0.653, -0.656, 0.615, 0.061, 0.068, 0.042, 0.034, 0.528, -0.638, -0.631, 0.544, 0.075, 0.069, 0.040, 0.041, 0.542, -0.628, -0.665

# 3
C30H68N13O9 | wB97M-V/def2-TZVPD

Its highest occupied orbital energy is -10.63 eV. Its charge is +1. For the HOMO-LUMO gap, the calculation gives 6.694 eV. The multiplicity is 1.

```
120
C30H68N13O9 | the Open Molecules 2025 dataset | wB97M-V/def2-TZVPD
C 4.49160 1.63055 -3.07536
C 4.49032 3.00019 -3.88873
C 3.22046 3.15478 -4.84359
C 2.26981 4.35743 -4.44560
C 0.95728 3.89279 -3.65127
C 1.42036 2.79948 -2.61668
C 0.36378 2.46141 -1.51261
C 0.75274 2.81438 -0.13515
C -0.16209 2.53171 0.98499
C -1.42218 1.85616 0.65334
C -2.44387 1.50024 1.79308
C -1.70506 0.39495 2.68946
C -1.72350 -1.02809 1.99359
C -0.48845 -1.93224 2.40782
C 0.05683 -2.82055 1.19167
C -0.24123 -4.35456 1.37228
C 0.61438 -5.29783 0.44690
C 0.43171 -5.04215 -1.10014
C 1.66078 -5.57094 -1.96930
O 1.38410 -6.85719 -2.52393
C 1.93628 -7.03399 -3.83729
C -1.69512 1.54720 -0.72820
N -0.85467 1.85085 -1.78588
O -1.10176 1.54568 -3.07676
C -2.38268 2.04441 -3.55379
C -2.28160 2.92382 -4.87350
C -2.41609 4.47108 -4.51772
O -3.45742 2.58483 -5.64560
H 3.96342 0.82150 -3.66254
H 3.99038 1.70897 -2.07690
H 5.53540 1.27134 -2.87521
H 4.59430 3.85040 -3.16727
H 5.42969 2.99334 -4.50925
H 2.68515 2.17463 -4.96440
H 3.63464 3.39785 -5.86370
H 2.80689 5.16182 -3.88500
H 1.92132 4.81703 -5.41353
H 0.48686 4.78993 -3.17985
H 0.32387 3.38091 -4.41515
H 2.34819 3.18442 -2.12204
H 1.68250 1.81188 -3.08982
H 1.72644 3.29746 0.10038
H 0.08027 2.81483 2.03938
H -3.34735 0.98466 1.36299
H -2.72034 2.39986 2.40527
H -2.26922 0.34041 3.65116
H -0.64845 0.72483 2.87431
H -1.79996 -0.88822 0.88003
H -2.64740 -1.56082 2.35636
H 0.34568 -1.29782 2.82469
H -0.76064 -2.65941 3.21953
H 1.17819 -2.70195 1.18705
H -0.30462 -2.44461 0.19507
H 0.02351 -4.61591 2.43460
H -1.34519 -4.57173 1.27241
H 1.71248 -5.28618 0.68940
H 0.26783 -6.35412 0.64804
H 0.23321 -3.97052 -1.36863
H -0.45365 -5.65154 -1.43102
H 1.87440 -4.77185 -2.72569
H 2.57040 -5.68474 -1.30959
H 2.63063 -7.91615 -3.90928
H 1.07797 -7.27465 -4.53215
H 2.50498 -6.15471 -4.22985
H -2.65590 1.04049 -0.99121
H -2.96411 2.64933 -2.81831
H -2.98383 1.13911 -3.85836
H -1.38108 2.68848 -5.49515
H -2.72556 4.65476 -3.45457
H -3.17106 4.99669 -5.15869
H -1.40031 4.95286 -4.62360
H -3.42984 3.09564 -6.47366
C -1.35251 -0.71964 6.45261
O -0.78914 -0.94418 5.39021
N -0.71186 -0.16780 7.51966
N -2.66565 -1.00137 6.66032
H -1.15544 0.02308 8.39946
H 0.26169 0.05402 7.40564
H -3.17219 -1.41005 5.89466
H -3.14864 -0.82594 7.52656
C 5.06918 0.39213 0.73518
O 5.43467 0.90368 -0.31064
N 5.88261 0.27877 1.81877
N 3.81198 -0.11140 0.90715
H 5.60234 -0.13848 2.68669
H 6.81720 0.63822 1.72963
H 3.18219 -0.04740 0.12716
H 3.49198 -0.53657 1.75770
C 3.23016 -7.14375 -7.42268
O 3.35977 -7.78900 -6.39648
N 3.29012 -7.71228 -8.65778
N 3.01421 -5.79749 -7.42235
H 3.18633 -7.20063 -9.51388
H 3.44821 -8.70397 -8.69821
H 2.96393 -5.34202 -6.52865
H 2.90525 -5.24945 -8.25495
C -2.26717 6.38390 -0.15441
O -2.66409 7.53211 -0.18385
N -1.69710 5.77550 -1.24174
N -2.35201 5.60230 0.95481
H -1.36173 4.82977 -1.23996
H -1.61598 6.32161 -2.08192
H -2.76422 6.01129 1.77825
H -2.02931 4.65423 0.99432
C -2.74502 4.41737 5.01006
O -2.78521 5.01187 3.94198
N -1.71758 3.59048 5.35248
N -3.72218 4.53120 5.94531
H -1.66623 3.09408 6.22295
H -0.97491 3.48193 4.68583
H -4.49732 5.13358 5.72767
H -3.70967 4.05348 6.82714
C -4.37393 -3.33960 9.14853
O -4.75820 -2.17898 9.08946
N -3.81061 -3.97241 8.08504
N -4.47619 -4.08950 10.27670
H -3.48480 -4.92086 8.10305
H -3.72248 -3.44176 7.23741
H -4.88816 -3.65179 11.08238
H -4.16709 -5.04118 10.34445
```

Atom charges from the Löwdin analysis, given in e for atoms 1 to 99: -0.135, -0.227, -0.207, -0.185, -0.166, -0.120, -0.083, 0.057, 0.042, -0.160, -0.118, -0.198, -0.180, -0.192, -0.212, -0.219, -0.211, -0.163, -0.233, -0.205, -0.122, 0.066, -0.044, -0.018, -0.077, -0.347, -0.036, -0.065, 0.076, 0.033, 0.072, 0.102, 0.104, 0.102, 0.108, 0.113, 0.109, 0.108, 0.085, 0.114, 0.126, 0.132, 0.131, 0.124, 0.112, 0.098, 0.096, 0.092, 0.120, 0.097, 0.099, 0.104, 0.090, 0.109, 0.121, 0.107, 0.119, 0.093, 0.118, 0.109, 0.122, 0.087, 0.098, 0.067, 0.161, 0.134, 0.148, 0.142, 0.060, 0.095, 0.069, 0.105, -0.680, 0.012, 0.155, 0.165, 0.099, 0.105, 0.103, 0.086, -0.679, 0.021, 0.155, 0.151, 0.096, 0.110, 0.093, 0.090, -0.681, 0.026, 0.151, 0.150, 0.094, 0.107, 0.092, 0.093, -0.684, 0.048, 0.147